An isolated molecule of C17H16F7IO5S in a non-equilibrium geometry, computed with the ωB97M-V functional and the def2-TZVPD basis.

ORCA input file:
```
! RIJCOSX wB97M-V def2-TZVPD def2/J DEFGRID3
* xyz 0 1
O 2.63 1.09 1.95
C 2.23 0.19 1.25
O 0.87 -0.08 1.22
C 0.13 0.51 0.14
C 0.76 1.78 -0.46
C -0.17 2.59 -1.41
C 0.59 3.17 -2.61
I 0.86 1.66 -4.14
C 0.08 -0.57 -1.01
O -1.22 -0.68 -1.59
S -2.28 -1.60 -0.74
O -2.01 -2.95 -1.13
O -1.82 -1.58 0.85
C -1.89 -0.30 1.49
C -3.26 0.02 2.13
F -3.15 1.30 2.60
F -3.43 -0.75 3.22
C -4.52 0.02 1.22
F -4.35 0.65 0.05
F -5.45 0.76 1.89
C -5.20 -1.39 0.96
F -6.35 -1.45 1.66
F -4.47 -2.43 1.34
F -5.57 -1.47 -0.32
C -1.29 0.86 0.66
C 3.26 -0.65 0.51
C 4.09 -1.41 1.31
C 5.08 -2.17 0.74
C 5.28 -2.19 -0.63
C 4.44 -1.44 -1.43
C 3.45 -0.68 -0.85
H 1.05 2.46 0.36
H 1.68 1.58 -1.03
H -0.63 3.40 -0.83
H -0.94 1.91 -1.82
H 1.55 3.58 -2.30
H -0.01 3.95 -3.10
H 0.76 -0.24 -1.80
H 0.39 -1.54 -0.59
H -1.21 -0.37 2.35
H -1.97 1.22 -0.11
H -1.14 1.69 1.36
H 3.95 -1.41 2.39
H 5.74 -2.74 1.38
H 6.08 -2.76 -1.09
H 4.56 -1.43 -2.51
H 2.83 -0.10 -1.53
*
```

LUMO energy ... 0.00453 Ha
E_HOMO ... -0.362 hartree


A structure of composition C17H16F9N3O10SeSn, computed with the ωB97M-V functional and the def2-TZVPD basis.

ORCA input file:
```
! RIJCOSX wB97M-V def2-TZVPD def2/J DEFGRID3
* xyz 0 1
Sn -0.60 -0.74 -0.26
O -2.44 -1.53 1.23
C -2.90 -2.66 1.34
C -2.59 -3.79 0.50
C -3.31 -4.96 0.73
C -3.12 -6.06 -0.06
C -2.20 -6.04 -1.11
C -1.46 -4.91 -1.34
C -1.61 -3.75 -0.54
O -0.86 -2.73 -0.81
N -3.89 -7.28 0.21
O -3.67 -8.25 -0.50
O -4.70 -7.26 1.11
H -3.63 -2.85 2.14
H -4.04 -5.00 1.53
H -2.08 -6.93 -1.72
H -0.73 -4.87 -2.14
C 3.11 -0.72 -2.28
N 2.58 0.61 -2.55
C 3.59 1.65 -2.72
C 2.98 2.94 -3.20
C 1.73 3.24 -2.40
N 0.81 2.12 -2.53
C -0.59 2.38 -2.19
C 1.26 0.85 -2.41
O 0.46 -0.10 -2.21
H 3.75 -0.69 -1.39
H 3.71 -1.06 -3.13
H 2.30 -1.42 -2.11
H 4.33 1.28 -3.43
H 4.11 1.80 -1.76
H 2.73 2.87 -4.26
H 3.70 3.75 -3.08
H 1.23 4.13 -2.78
H 1.97 3.41 -1.35
H -0.76 2.29 -1.12
H -1.24 1.69 -2.72
H -0.83 3.40 -2.50
F 1.95 3.25 2.55
C 0.73 3.75 2.50
F 0.48 4.12 1.24
F 0.69 4.84 3.27
C -0.34 2.73 2.99
O -0.27 1.48 2.34
C -0.27 2.57 4.55
F -0.95 3.55 5.15
F -0.78 1.41 4.92
F 0.99 2.64 4.98
C -1.77 3.20 2.58
F -2.69 2.49 3.23
F -1.96 4.48 2.83
F -1.97 3.00 1.27
O 1.48 1.36 0.23
Se 1.93 0.33 1.39
O 0.86 0.76 2.81
O 1.36 -1.18 1.02
O 3.42 0.42 1.97
*
```

Energy relative to the best compared isomer or geometry (same formula, charge and spin) ... 10.5 kcal per mole
LUMO energy ... -0.01855 Ha
E_HOMO ... -0.337 hartree


A structure of composition C17H17AsBF6N7Ta in a non-equilibrium geometry, computed with the ωB97M-V functional and the def2-TZVPD basis.

ORCA input file:
```
! RIJCOSX wB97M-V def2-TZVPD def2/J DEFGRID3
* xyz 4 2
Ta -1.77 -0.21 -0.21
B -4.40 -0.19 -2.70
N -3.66 -1.48 -2.39
C -4.06 -2.69 -2.76
C -3.35 -3.67 -2.04
C -2.49 -2.96 -1.24
N -2.66 -1.60 -1.44
N -3.64 1.08 -2.40
C -4.03 2.29 -2.79
C -3.32 3.27 -2.08
C -2.49 2.57 -1.24
N -2.67 1.21 -1.43
H -4.74 -0.18 -3.85
H -5.45 -0.18 -2.13
H -4.82 -2.85 -3.51
H -3.47 -4.73 -2.11
H -1.76 -3.35 -0.55
H -4.77 2.44 -3.56
H -3.43 4.34 -2.16
H -1.78 2.96 -0.53
C 2.62 -1.04 -2.28
C 1.28 -0.89 -1.92
N 0.93 -0.07 -0.94
C 1.85 0.62 -0.26
C 3.22 0.53 -0.56
C 3.58 -0.32 -1.61
C 4.24 1.35 0.08
C 4.59 1.53 1.36
C 4.07 0.82 2.53
C 4.44 1.27 3.82
C 3.90 0.51 4.86
N 3.19 -0.54 4.62
C 2.90 -0.97 3.41
N 3.32 -0.25 2.40
H 2.88 -1.72 -3.09
H 0.50 -1.42 -2.46
H 1.51 1.29 0.52
H 4.63 -0.41 -1.90
H 4.84 1.90 -0.65
H 5.39 2.23 1.58
H 5.11 2.10 3.99
H 4.07 0.78 5.90
H 2.35 -1.89 3.27
F -0.34 -1.25 1.29
As -0.96 -0.23 2.91
F -2.53 -0.83 2.18
F -0.59 -1.58 3.81
F -1.71 0.83 3.95
F 0.61 0.49 2.95
F -1.14 1.11 1.34
*
```

LUMO energy (spin up / spin down) ... -0.59284 / -0.59285 Ha
E_HOMO (spin up / spin down) ... -0.753 / -0.750 hartree


A structure of composition C17H17AsBiF6IN3O3S in a non-equilibrium geometry, computed with the ωB97M-V functional and the def2-TZVPD basis.

ORCA input file:
```
! RIJCOSX wB97M-V def2-TZVPD def2/J DEFGRID3
* xyz 2 2
Bi 0.92 -1.20 0.67
C -4.12 5.62 -0.80
C -3.82 4.15 -0.39
C -3.25 3.89 0.82
C -2.80 2.60 1.18
C -2.91 1.60 0.20
C -3.45 1.82 -1.10
C -3.97 3.07 -1.31
S -2.52 -0.12 0.66
O -3.57 -0.95 0.19
O -2.06 -0.13 2.03
N -1.14 -0.50 -0.13
C -0.96 -0.87 -1.42
C -1.91 -0.93 -2.50
C -1.41 -1.17 -3.79
C -0.03 -1.33 -4.00
C 0.86 -1.36 -2.92
N 0.41 -1.06 -1.70
H -5.05 5.80 -1.38
H -3.24 6.00 -1.37
H -4.21 6.24 0.12
H -3.09 4.72 1.52
H -2.30 2.52 2.18
H -3.60 0.96 -1.72
H -4.47 3.36 -2.28
H -2.97 -0.94 -2.23
H -2.07 -0.96 -4.60
H 0.38 -1.41 -4.96
H 1.90 -1.61 -2.96
F 3.24 -0.74 -0.59
As 3.46 1.11 -0.12
F 5.15 0.99 -0.28
F 3.28 1.50 -1.81
F 3.36 2.65 0.52
F 1.59 0.94 0.16
F 3.55 0.42 1.52
I -0.20 -3.54 2.26
C 2.02 -3.75 2.05
C 2.68 -4.46 3.06
C 4.08 -4.61 2.92
C 4.72 -4.14 1.79
C 3.95 -3.48 0.87
N 2.63 -3.24 0.98
H 2.11 -4.92 3.93
H 4.66 -4.99 3.73
H 5.78 -4.33 1.66
H 4.38 -3.16 -0.05
O 1.34 -0.38 3.05
H 0.58 0.15 3.39
H 2.12 0.18 2.95
*
```

Energy relative to the best compared isomer or geometry (same formula, charge and spin) ... 0.0 kcal per mole
LUMO energy (spin up / spin down) ... -0.27385 / -0.38105 Ha
E_HOMO (spin up / spin down) ... -0.545 / -0.538 hartree


A cluster of 2 separate species, C17H17BrF5S in total in a non-equilibrium geometry, computed with the ωB97M-V functional and the def2-TZVPD basis.

ORCA input file:
```
! RIJCOSX wB97M-V def2-TZVPD def2/J DEFGRID3
* xyz 1 1
F 1.65 -0.58 3.13
C 1.51 -1.87 2.67
F 0.81 -2.58 3.61
F 2.79 -2.36 2.53
C 0.82 -1.94 1.28
C 0.34 -3.20 0.68
C -0.28 -3.29 -0.64
C -0.47 -2.08 -1.46
C -0.03 -0.82 -0.87
C -0.15 0.55 -1.63
F -1.11 1.35 -1.02
F -0.53 0.40 -2.95
S 1.55 1.33 -1.51
C 2.60 0.58 -2.85
C 3.52 -0.58 -2.30
C 3.79 -1.61 -3.48
Br 4.68 -3.25 -2.86
C 0.60 -0.73 0.46
H 0.46 -4.12 1.29
H -0.63 -4.28 -1.01
H -0.92 -2.15 -2.48
H 1.40 2.70 -1.74
H 1.94 0.24 -3.69
H 3.29 1.42 -3.17
H 3.12 -1.10 -1.40
H 4.53 -0.15 -2.05
H 4.44 -1.17 -4.27
H 2.78 -1.85 -3.92
H 0.93 0.24 0.92
C -4.17 3.79 2.78
C -3.28 3.74 1.72
C -2.72 2.53 1.34
C -3.07 1.36 2.01
C -3.97 1.41 3.07
C -4.52 2.63 3.46
H -4.61 4.74 3.08
H -3.01 4.65 1.20
H -2.01 2.49 0.52
H -2.63 0.41 1.71
H -4.24 0.50 3.59
H -5.22 2.67 4.28
*
```

Energy relative to the best compared isomer or geometry (same formula, charge and spin) ... 48.7 kcal per mole
LUMO energy ... -0.14932 Ha
E_HOMO ... -0.416 hartree


A structure of composition C17H17Cl40IO6P2 in a non-equilibrium geometry, computed with the ωB97M-V functional and the def2-TZVPD basis.

ORCA input file:
```
! RIJCOSX wB97M-V def2-TZVPD def2/J DEFGRID3
* xyz 0 1
C -4.38 2.47 -0.81
C -2.98 2.52 -1.57
C -1.82 2.62 -0.52
C -2.83 1.43 -2.69
C -2.00 0.15 -2.34
C -0.43 0.33 -2.47
C -2.42 -0.57 -1.00
O -1.29 -1.01 -0.21
O -1.59 -2.35 0.15
P -0.14 -3.16 -0.24
O -0.15 -3.44 -1.71
O 0.01 -4.54 0.67
O 1.08 -2.04 0.15
P 2.57 -2.85 0.44
O 2.51 -3.53 2.00
I 4.30 -1.07 0.70
H -5.24 2.70 -1.49
H -4.58 1.49 -0.33
H -4.29 3.24 0.00
H -3.00 3.51 -2.09
H -1.71 1.74 0.15
H -0.87 2.93 -1.02
H -2.09 3.48 0.15
H -3.85 1.08 -3.00
H -2.40 1.92 -3.60
H -2.25 -0.60 -3.14
H -0.19 0.51 -3.55
H 0.13 -0.58 -2.16
H -0.04 1.20 -1.91
H -3.08 0.04 -0.33
H -3.00 -1.49 -1.26
H -0.76 -4.59 1.27
H 1.60 -3.55 2.33
C 3.34 1.17 -6.34
Cl 1.71 1.82 -6.08
Cl 3.33 0.17 -7.80
Cl 4.47 2.52 -6.57
Cl 3.83 0.21 -4.91
C 5.22 1.86 4.02
Cl 3.45 1.96 3.95
Cl 5.86 1.58 2.39
Cl 5.88 3.38 4.66
Cl 5.70 0.52 5.08
C -0.83 -1.07 3.67
Cl -1.40 -0.51 5.25
Cl -1.72 -0.25 2.38
Cl 0.90 -0.72 3.51
Cl -1.10 -2.82 3.58
C -4.46 -5.66 3.28
Cl -4.98 -5.01 4.84
Cl -5.32 -4.82 1.98
Cl -2.71 -5.38 3.10
Cl -4.81 -7.39 3.20
C -6.94 -1.41 4.76
Cl -5.20 -1.56 4.46
Cl -7.44 0.27 4.51
Cl -7.82 -2.47 3.65
Cl -7.29 -1.89 6.43
C -3.21 2.86 6.59
Cl -1.94 2.18 7.62
Cl -2.49 3.92 5.37
Cl -4.09 1.54 5.79
Cl -4.34 3.79 7.59
C 6.78 3.03 -1.61
Cl 5.01 3.15 -1.63
Cl 7.38 2.78 -3.26
Cl 7.47 4.52 -0.95
Cl 7.26 1.66 -0.59
C -0.69 6.70 2.70
Cl -0.37 7.39 1.10
Cl -1.58 7.87 3.69
Cl -1.66 5.22 2.52
Cl 0.85 6.30 3.49
C 6.68 -2.49 -7.55
Cl 8.37 -2.22 -7.05
Cl 6.44 -1.85 -9.18
Cl 6.34 -4.23 -7.53
Cl 5.60 -1.66 -6.42
C 3.14 -4.58 -3.64
Cl 3.38 -2.93 -4.24
Cl 3.28 -4.67 -1.86
Cl 1.54 -5.16 -4.13
Cl 4.38 -5.63 -4.36
*
```

LUMO energy ... -0.01375 Ha
E_HOMO ... -0.324 hartree


Number 1: calculated total energy -2428.51214 a.u.. Number 2: calculated total energy -5088.44805 a.u.. Number 3: calculated total energy -3956.49655 a.u.. Number 4: calculated total energy -4792.91210 a.u.. Number 5: calculated total energy -4129.18437 a.u.. Number 6: calculated total energy -20497.36481 a.u..